Density functional theory data (ωB97M-V/def2-TZVPD) for a 6-piece molecular cluster, C38H89O4P overall.

Properties
- Kohn-Sham gap: 0.342 Ha
- Structure (SMILES): CCOCCOCCOCP(C)O.CCCCCC.CCCCCC.CCCCCC.CCCCCC.CCCCCC
- Charge: 0
- Molar mass: 641.10 g/mol

Last column: Löwdin charge in e.
Geometry (Å):
C1 8.78 -0.96 -0.37  -0.06
C2 8.43 -0.55 1.05  -0.27
O1 9.20 0.58 1.46  -0.15
C3 8.43 1.55 2.13  -0.19
C4 7.61 2.37 1.13  -0.18
O2 6.39 2.79 1.72  -0.14
C5 5.25 2.51 0.94  -0.20
C6 4.04 2.74 1.82  -0.20
O3 2.85 2.59 1.07  -0.22
C7 2.07 1.45 1.39  -0.38
P1 0.32 1.79 0.89  0.88
C8 -0.44 0.48 1.90  -0.28
O4 0.19 1.00 -0.56  -0.33
H1 8.83 -2.04 -0.46  0.07
H2 9.74 -0.53 -0.67  0.08
H3 8.02 -0.60 -1.07  0.06
H4 7.37 -0.30 1.12  0.10
H5 8.62 -1.37 1.75  0.12
H6 7.77 1.10 2.87  0.13
H7 9.11 2.21 2.67  0.11
H8 8.18 3.25 0.83  0.13
H9 7.43 1.78 0.23  0.12
H10 5.27 1.47 0.61  0.12
H11 5.20 3.15 0.06  0.13
H12 4.09 2.04 2.66  0.12
H13 4.07 3.75 2.24  0.13
H14 2.05 1.27 2.47  0.09
H15 2.46 0.56 0.88  0.09
H16 -1.49 0.37 1.60  0.03
H17 -0.39 0.76 2.95  0.04
H18 0.04 -0.49 1.75  0.05
H19 0.82 1.35 -1.20  0.04
C9 -1.43 4.62 -1.98  -0.11
C10 -2.31 3.96 -0.92  -0.27
C11 -3.16 2.82 -1.46  -0.23
C12 -4.17 3.21 -2.54  -0.23
C13 -5.18 4.29 -2.13  -0.27
C14 -6.06 3.87 -0.95  -0.11
H20 -2.03 5.08 -2.78  0.06
H21 -0.81 5.39 -1.55  0.07
H22 -0.77 3.88 -2.45  0.07
H23 -2.94 4.72 -0.45  0.10
H24 -1.66 3.57 -0.13  0.05
H25 -3.69 2.35 -0.62  0.10
H26 -2.50 2.05 -1.86  0.11
H27 -4.73 2.31 -2.83  0.09
H28 -3.64 3.54 -3.43  0.10
H29 -5.81 4.51 -2.99  0.10
H30 -4.65 5.21 -1.88  0.10
H31 -6.61 2.96 -1.18  0.07
H32 -6.79 4.65 -0.72  0.07
H33 -5.47 3.69 -0.05  0.07
C15 4.20 -1.31 -1.20  -0.11
C16 3.57 -2.59 -1.75  -0.26
C17 4.11 -3.86 -1.10  -0.23
C18 5.61 -4.08 -1.30  -0.23
C19 6.07 -4.15 -2.76  -0.27
C20 5.45 -5.30 -3.54  -0.11
H34 5.27 -1.27 -1.40  0.06
H35 3.75 -0.43 -1.67  0.07
H36 4.05 -1.23 -0.12  0.07
H37 3.70 -2.63 -2.83  0.10
H38 2.49 -2.55 -1.58  0.10
H39 3.56 -4.72 -1.48  0.10
H40 3.91 -3.82 -0.03  0.11
H41 5.90 -5.01 -0.80  0.11
H42 6.17 -3.29 -0.79  0.09
H43 7.16 -4.25 -2.78  0.10
H44 5.85 -3.20 -3.26  0.10
H45 5.67 -6.26 -3.07  0.08
H46 5.83 -5.33 -4.56  0.07
H47 4.36 -5.20 -3.60  0.07
C21 -8.41 -3.11 -4.15  -0.11
C22 -8.36 -2.35 -2.83  -0.26
C23 -8.01 -0.88 -2.99  -0.22
C24 -6.63 -0.61 -3.60  -0.23
C25 -5.46 -1.24 -2.85  -0.26
C26 -5.32 -0.73 -1.42  -0.10
H48 -7.44 -3.12 -4.66  0.07
H49 -8.71 -4.15 -3.99  0.06
H50 -9.14 -2.66 -4.83  0.08
H51 -7.65 -2.84 -2.16  0.10
H52 -9.34 -2.42 -2.35  0.08
H53 -8.07 -0.39 -2.01  0.10
H54 -8.76 -0.39 -3.61  0.11
H55 -6.48 0.47 -3.65  0.10
H56 -6.62 -0.96 -4.64  0.10
H57 -4.54 -1.02 -3.40  0.10
H58 -5.56 -2.33 -2.85  0.10
H59 -5.19 0.35 -1.41  0.05
H60 -4.44 -1.18 -0.94  0.07
H61 -6.19 -0.98 -0.81  0.07
C27 -11.52 -4.93 -3.00  -0.11
C28 -12.20 -3.62 -2.59  -0.27
C29 -12.19 -3.38 -1.09  -0.23
C30 -12.94 -4.44 -0.26  -0.23
C31 -14.40 -4.63 -0.65  -0.27
C32 -15.25 -3.38 -0.47  -0.11
H62 -12.04 -5.80 -2.60  0.07
H63 -11.51 -5.03 -4.09  0.07
H64 -10.49 -4.96 -2.65  0.06
H65 -13.22 -3.60 -2.98  0.10
H66 -11.68 -2.79 -3.08  0.09
H67 -12.62 -2.39 -0.88  0.10
H68 -11.16 -3.34 -0.74  0.10
H69 -12.88 -4.15 0.79  0.11
H70 -12.42 -5.40 -0.35  0.10
H71 -14.82 -5.43 -0.03  0.10
H72 -14.48 -4.98 -1.68  0.10
H73 -15.21 -3.03 0.57  0.07
H74 -16.30 -3.57 -0.71  0.07
H75 -14.91 -2.56 -1.11  0.06
C33 10.08 1.41 7.04  -0.11
C34 9.80 2.47 5.97  -0.27
C35 11.04 2.85 5.17  -0.24
C36 12.17 3.48 5.99  -0.23
C37 11.78 4.73 6.77  -0.27
C38 11.31 5.88 5.89  -0.11
H76 10.78 1.77 7.79  0.06
H77 9.16 1.14 7.56  0.07
H78 10.49 0.51 6.59  0.08
H79 9.36 3.35 6.44  0.10
H80 9.05 2.08 5.28  0.09
H81 10.75 3.54 4.37  0.10
H82 11.43 1.96 4.66  0.11
H83 12.99 3.73 5.31  0.11
H84 12.57 2.73 6.68  0.10
H85 12.65 5.06 7.35  0.10
H86 11.00 4.49 7.50  0.10
H87 12.08 6.15 5.17  0.07
H88 11.08 6.76 6.49  0.07
H89 10.41 5.62 5.33  0.06

***

Density functional theory data (ωB97M-V/def2-TZVPD) for one molecule with the formula C19H22N2O3S at a distorted geometry.

Properties
- Kohn-Sham gap: 0.333 Ha
- Structure (SMILES): C=CCN(c1ccc(C(=O)Nc2cc(C)cc(C)c2)cc1)S(C)(=O)=O
- Charge: 0
- Molar mass: 358.46 g/mol
- ΔE to the lowest compared entry with this formula, charge and spin: 210.0 kJ/mol

Last column: Löwdin charge in e.
Geometry (Å):
C1 -4.46 -1.94 2.49  0.02
C2 -3.28 -1.59 2.00  -0.17
C3 -2.84 -1.89 0.60  -0.20
N1 -2.62 -0.67 -0.17  -0.16
C4 -1.46 0.09 0.00  -0.24
C5 -1.29 1.27 -0.72  -0.02
C6 -0.15 2.03 -0.57  0.00
C7 0.87 1.62 0.28  -0.17
C8 2.07 2.49 0.46  -0.44
O1 1.99 3.69 0.66  0.08
N2 3.29 1.87 0.46  0.14
C9 3.64 0.58 0.07  -0.24
C10 2.97 -0.09 -0.95  0.01
C11 3.33 -1.38 -1.31  -0.26
C12 2.60 -2.08 -2.41  -0.04
C13 4.39 -1.99 -0.65  -0.02
C14 5.10 -1.32 0.34  -0.27
C15 6.27 -1.99 1.01  -0.05
C16 4.72 -0.04 0.70  0.01
C17 0.71 0.45 1.00  -0.02
C18 -0.44 -0.30 0.87  -0.01
S1 -4.05 0.04 -0.73  0.64
C19 -4.41 1.32 0.49  -0.09
O2 -3.82 0.65 -2.00  -0.29
O3 -5.07 -0.96 -0.66  -0.29
H1 -5.17 -2.48 1.88  0.07
H2 -4.76 -1.71 3.49  0.06
H3 -2.58 -1.03 2.61  0.10
H4 -1.92 -2.48 0.59  0.13
H5 -3.62 -2.44 0.08  0.11
H6 -2.05 1.59 -1.42  0.09
H7 -0.04 2.95 -1.12  0.13
H8 4.05 2.47 0.76  0.16
H9 2.16 0.40 -1.48  0.12
H10 1.53 -1.89 -2.34  0.08
H11 2.94 -1.72 -3.38  0.09
H12 2.77 -3.15 -2.37  0.08
H13 4.68 -2.99 -0.93  0.12
H14 7.13 -1.97 0.34  0.09
H15 6.54 -1.47 1.93  0.07
H16 6.04 -3.03 1.24  0.08
H17 5.25 0.49 1.48  0.12
H18 1.48 0.12 1.68  0.13
H19 -0.53 -1.21 1.46  0.10
H20 -5.25 1.89 0.12  0.07
H21 -4.65 0.83 1.42  0.05
H22 -3.53 1.96 0.60  0.06

***

Density functional theory data (ωB97M-V/def2-TZVPD) for C15H53B2BaO20P5 as an isolated structure at a distorted geometry.

Properties
- Kohn-Sham gap: 0.259 Ha
- Charge: 0
- Molar mass: 867.39 g/mol
- ΔE to the lowest compared entry with this formula, charge and spin: 1030.7 kJ/mol

Last column: Löwdin charge in e.
Geometry (Å):
Ba1 -26.81 -13.53 9.41  1.71
B1 -26.71 -15.84 12.68  -0.46
H1 -27.79 -15.83 12.71  -0.10
H2 -26.40 -16.26 11.74  -0.12
H3 -26.40 -14.81 12.81  -0.13
H4 -26.39 -16.39 13.55  -0.09
B2 -25.56 -15.06 6.04  -0.46
H5 -25.08 -15.52 6.88  -0.11
H6 -25.34 -14.00 6.00  -0.11
H7 -25.30 -15.57 5.12  -0.09
H8 -26.63 -15.11 6.13  -0.12
C1 -31.44 -18.14 10.31  -0.11
O1 -31.45 -18.69 9.00  -0.20
P1 -30.24 -18.30 8.04  0.44
O2 -29.60 -17.00 8.34  -0.26
O3 -29.30 -19.62 7.96  -0.23
C2 -27.85 -19.54 7.53  -0.03
O4 -30.98 -18.26 6.58  -0.22
C3 -30.10 -18.31 5.49  -0.14
H9 -31.97 -18.63 11.12  0.09
H10 -31.71 -17.09 10.29  0.09
H11 -30.39 -18.18 10.61  0.09
H12 -27.21 -20.08 8.22  0.08
H13 -27.56 -18.49 7.49  0.08
H14 -27.68 -20.08 6.60  0.08
H15 -30.64 -17.79 4.69  0.09
H16 -29.70 -19.29 5.23  0.09
H17 -29.25 -17.64 5.60  0.08
C4 -24.67 -8.36 14.32  -0.11
O5 -25.49 -7.67 13.36  -0.21
P2 -26.89 -8.44 12.91  0.56
O6 -26.84 -9.73 12.10  -0.30
O7 -27.71 -8.55 14.37  -0.24
C5 -28.48 -9.63 14.73  -0.15
O8 -27.70 -7.30 12.14  -0.22
C6 -28.79 -7.61 11.31  -0.11
H18 -23.81 -8.77 13.79  0.09
H19 -25.04 -9.32 14.69  0.08
H20 -24.32 -7.73 15.13  0.09
H21 -28.05 -10.60 14.49  0.09
H22 -29.38 -9.60 14.11  0.08
H23 -28.67 -9.53 15.80  0.10
H24 -29.67 -7.61 11.95  0.09
H25 -28.77 -8.63 10.93  0.08
H26 -28.80 -6.94 10.45  0.10
C7 -34.49 -10.55 11.54  -0.12
O9 -34.09 -11.17 10.31  -0.24
P3 -33.04 -12.43 10.31  0.50
O10 -31.63 -12.00 10.05  -0.26
O11 -33.28 -13.12 11.79  -0.27
C8 -34.52 -13.48 12.43  -0.07
O12 -33.81 -13.41 9.27  -0.24
C9 -33.54 -13.56 7.91  -0.10
H27 -33.81 -10.76 12.36  0.09
H28 -35.55 -10.71 11.76  0.09
H29 -34.35 -9.48 11.36  0.09
H30 -34.43 -14.56 12.50  0.10
H31 -35.27 -13.19 11.70  0.08
H32 -34.60 -12.92 13.36  0.09
H33 -32.57 -13.07 7.81  0.08
H34 -34.34 -13.02 7.42  0.09
H35 -33.54 -14.63 7.66  0.10
C10 -21.50 -16.76 8.96  -0.03
O13 -20.97 -15.74 9.90  -0.22
P4 -20.88 -14.17 9.78  0.44
O14 -22.17 -13.46 9.60  -0.26
O15 -19.89 -13.78 11.03  -0.21
C11 -20.34 -13.95 12.37  -0.11
O16 -19.82 -13.81 8.59  -0.21
C12 -20.18 -13.93 7.25  -0.15
H36 -22.55 -16.91 9.20  0.09
H37 -21.07 -17.73 9.19  0.08
H38 -21.30 -16.57 7.91  0.08
H39 -19.79 -13.34 13.09  0.09
H40 -20.13 -14.99 12.62  0.08
H41 -21.41 -13.95 12.60  0.09
H42 -21.23 -13.95 6.95  0.09
H43 -19.77 -14.80 6.75  0.08
H44 -19.80 -13.04 6.75  0.09
C13 -28.48 -11.60 3.13  -0.13
O17 -29.10 -10.77 4.04  -0.25
P5 -28.31 -9.60 4.90  0.52
O18 -27.50 -10.08 6.03  -0.24
O19 -27.42 -8.93 3.77  -0.22
C14 -26.11 -9.40 3.53  -0.10
O20 -29.54 -8.46 5.17  -0.22
C15 -30.54 -8.23 4.26  -0.15
H45 -27.49 -11.77 3.55  0.08
H46 -28.26 -11.03 2.23  0.09
H47 -29.00 -12.51 2.84  0.10
H48 -26.18 -10.19 2.79  0.08
H49 -25.59 -9.62 4.46  0.10
H50 -25.63 -8.65 2.91  0.09
H51 -31.37 -7.86 4.86  0.09
H52 -30.83 -9.18 3.79  0.08
H53 -30.21 -7.48 3.54  0.09

***

Density functional theory data (ωB97M-V/def2-TZVPD) for C21H36P2SeZn as an isolated structure at a distorted geometry.

Properties
- Kohn-Sham gap (alpha / beta): 0.196 / 0.191 Ha
- Charge: 0
- Molar mass: 494.82 g/mol
- ΔE to the lowest compared entry with this formula, charge and spin: 488.1 kJ/mol

Last column: Löwdin charge in e.
Geometry (Å):
P1 -0.31 -1.88 -1.94  0.88
P2 -1.16 2.36 -1.08  0.88
C1 -0.96 -0.29 -2.64  -0.32
C2 -0.35 1.07 -2.21  -0.44
H1 -2.06 -0.30 -2.50  0.09
H2 -0.87 -0.34 -3.75  0.03
H3 0.63 0.94 -1.73  -0.05
H4 -0.10 1.63 -3.15  0.03
C3 -2.57 2.85 -2.12  -0.33
H5 -3.08 3.67 -1.59  0.04
H6 -3.30 2.03 -2.17  0.02
H7 -2.26 3.13 -3.12  0.02
C4 0.00 3.70 -1.59  -0.29
H8 0.19 3.64 -2.67  0.03
H9 0.95 3.60 -1.05  -0.01
H10 -0.44 4.67 -1.33  0.05
C5 -1.41 -3.12 -2.56  -0.18
H11 -1.53 -3.88 -1.80  0.07
H12 -1.00 -3.58 -3.47  0.05
H13 -2.38 -2.68 -2.82  0.07
C6 1.31 -2.53 -2.45  -0.18
H14 2.02 -1.71 -2.65  0.03
H15 1.23 -3.16 -3.34  0.05
H16 1.72 -3.08 -1.59  0.08
Zn1 1.12 -0.40 -4.61  0.73
C7 1.13 1.38 -5.50  -0.30
C8 -0.26 1.49 -5.41  -0.20
C9 -1.27 0.64 -6.08  -0.21
C10 -0.82 -0.77 -6.64  -0.19
C11 0.15 -1.59 -5.83  -0.32
C12 1.54 -1.66 -6.10  -0.28
C13 2.28 -0.63 -6.92  -0.24
C14 1.85 0.86 -6.78  -0.19
C15 -0.20 -1.57 -0.18  -0.16
H17 1.73 2.13 -4.95  0.10
H18 -0.71 2.44 -5.06  0.11
H19 -1.71 1.21 -6.92  0.12
H20 -2.12 0.48 -5.39  0.10
H21 -1.74 -1.37 -6.72  0.11
H22 -0.45 -0.62 -7.66  0.11
H23 -0.37 -2.38 -5.26  0.08
H24 2.12 -2.61 -6.00  0.11
H25 2.32 -0.84 -8.01  0.11
H26 3.34 -0.74 -6.62  0.11
H27 2.80 1.42 -6.83  0.11
H28 1.24 1.14 -7.64  0.11
H29 0.50 -0.75 0.03  0.03
H30 0.21 -2.49 0.27  0.07
H31 -1.23 -1.34 0.18  0.09
Se1 2.62 1.39 -0.09  0.49
C16 1.76 1.23 1.52  -0.82
C17 0.56 1.94 1.77  -0.19
C18 -0.02 1.91 3.03  -0.12
C19 0.57 1.22 4.10  -0.12
C20 1.79 0.54 3.86  -0.12
C21 2.37 0.53 2.59  -0.17
H32 0.05 2.47 0.96  -0.01
H33 -0.99 2.40 3.17  0.09
H34 0.09 1.19 5.10  0.09
H35 2.24 0.00 4.69  0.09
H36 3.29 -0.01 2.40  0.08

***

Question: What is the formula in the fourth record?
Answer: C21H36P2SeZn

***

Question: Among the records above, which one has the highest molar mass?
Answer: C15H53B2BaO20P5